{
  "formula": "C2H3O2S",
  "method": "ωB97M-V/def2-TZVPD",
  "orbital_gap_ev": 6.48,
  "max_force_ha_per_bohr": 0.1016,
  "de_lowest_kcal_mol": 102.20,
  "total_charge": -1,
  "lumo_ha": 0.132,
  "e_homo_ev": -2.874,
  "symbols": ["C", "C", "O", "O", "S", "H", "H", "H"],
  "coordinates": [[-1.471, -0.010, -0.038], [1.290, 0.563, 0.067], [-0.528, -1.952, 0.082], [-2.667, -0.004, -0.031], [-0.385, 1.248, 0.043], [1.820, 0.629, 1.010], [1.739, 1.220, -0.750], [0.203, -1.694, -0.384]],
  "atomic_forces_ev_per_a": [[-2.56, -2.66, 0.41], [-0.61, 1.36, -2.06], [-4.78, 1.30, 1.65], [2.36, -0.75, -0.15], [2.54, 0.05, 0.56], [-0.33, 0.30, 0.29], [-0.02, -0.90, 1.07], [3.40, 1.28, -1.77]],
  "lowdin_charge": [-0.62, -0.51, -0.29, -0.02, 0.76, -0.09, -0.08, -0.16]
}

***

{
  "formula": "C4H3BrN2O2",
  "method": "ωB97M-V/def2-TZVPD",
  "orbital_gap_ev": 9.65,
  "max_force_ha_per_bohr": 0.1082,
  "smiles": "O=COC1=NN=C[C@H]1Br",
  "de_lowest_kcal_mol": 53.76,
  "lumo_ha": -0.032,
  "e_homo_ev": -10.511,
  "symbols": ["O", "C", "O", "C", "N", "N", "C", "C", "Br", "H", "H", "H"],
  "coordinates": [[1.800, -3.195, 0.051], [1.598, -2.013, -0.096], [0.407, -1.457, 0.221], [0.209, -0.222, -0.072], [0.935, 0.616, -0.608], [0.254, 1.899, -0.790], [-0.797, 1.824, -0.104], [-1.041, 0.575, 0.519], [-2.927, 0.061, -0.064], [2.283, -1.320, -0.519], [-1.404, 2.684, -0.162], [-1.317, 0.548, 1.625]],
  "atomic_forces_ev_per_a": [[-0.53, 2.02, -0.01], [0.80, -3.17, -0.05], [-0.38, -2.46, 0.90], [-3.90, 3.37, 2.09], [2.31, 1.21, -2.39], [1.49, -1.29, 0.15], [0.16, 1.94, -0.57], [-1.97, -2.87, 1.29], [0.92, -0.17, -0.12], [0.79, 0.77, -0.35], [-1.05, 0.64, 0.43], [1.36, 0.01, -1.38]],
  "lowdin_charge": [0.12, -0.25, 0.12, -0.42, 0.11, 0.10, -0.30, -0.48, 0.64, 0.13, 0.10, 0.11]
}

***

{
  "formula": "C22H24Cl2N5O8Rh",
  "method": "ωB97M-V/def2-TZVPD",
  "orbital_gap_ev": [7.33, 7.72],
  "max_force_ha_per_bohr": 0.1346,
  "de_lowest_kcal_mol": 73.43,
  "multiplicity": 5,
  "lumo_ha": [-0.005, -0.019],
  "e_homo_ev": [-7.471, -8.228],
  "symbols": ["Rh", "O", "C", "O", "C", "O", "O", "N", "C", "C", "C", "C", "N", "C", "N", "N", "C", "O", "O", "H", "H", "H", "H", "H", "H", "H", "H", "H", "H", "H", "H", "H", "H", "Cl", "C", "C", "C", "C", "C", "Cl", "C", "N", "C", "C", "C", "C", "C", "C", "C", "C", "O", "O", "H", "H", "H", "H", "H", "H", "H", "H", "H", "H"],
  "coordinates": [[-0.190, -0.355, 0.794], [1.491, -0.091, 4.608], [1.105, -0.477, 3.558], [0.131, -0.954, 2.987], [2.560, -0.356, 2.214], [3.620, -0.475, 2.732], [2.050, -0.219, 1.100], [0.317, -0.556, -1.411], [-0.812, -1.072, -2.180], [-0.328, -1.977, -3.326], [-1.405, -2.524, -4.256], [-2.066, -1.443, -5.103], [-2.920, -0.521, -4.349], [-3.977, -0.899, -3.646], [-4.614, -2.036, -3.947], [-4.564, -0.021, -2.816], [-1.836, -1.775, -1.258], [-2.876, -2.172, -1.814], [-1.558, -1.882, -0.033], [0.581, 0.379, -1.704], [1.137, -1.151, -1.443], [-1.310, -0.193, -2.591], [0.216, -2.814, -2.879], [0.395, -1.410, -3.923], [-2.136, -3.075, -3.668], [-0.944, -3.223, -4.957], [-2.640, -1.883, -5.921], [-1.300, -0.822, -5.567], [-2.509, 0.367, -4.095], [-4.072, -2.738, -4.424], [-5.196, -2.418, -3.217], [-3.979, 0.706, -2.429], [-5.212, -0.405, -2.144], [-4.346, 5.288, -2.170], [-3.938, 4.024, -3.274], [-4.690, 3.877, -4.426], [-4.406, 2.847, -5.310], [-3.352, 1.986, -5.054], [-2.596, 2.165, -3.906], [-1.215, 1.132, -3.650], [-2.875, 3.161, -2.966], [-2.177, 3.245, -1.767], [-1.366, 4.327, -1.375], [-0.851, 5.260, -2.266], [-0.074, 6.312, -1.798], [0.191, 6.433, -0.438], [-0.344, 5.501, 0.443], [-1.125, 4.452, -0.018], [-1.821, 3.480, 0.877], [-1.166, 2.128, 0.797], [-0.352, 1.751, 1.670], [-1.474, 1.384, -0.186], [-5.507, 4.559, -4.614], [-5.001, 2.722, -6.205], [-3.088, 1.200, -5.748], [-2.094, 2.401, -1.216], [-1.058, 5.158, -3.326], [0.327, 7.033, -2.499], [0.801, 7.245, -0.066], [-0.160, 5.588, 1.507], [-2.859, 3.384, 0.548], [-1.807, 3.808, 1.914]],
  "atomic_forces_ev_per_a": [[-0.26, -0.01, -0.08], [0.16, 0.02, -0.05], [-0.41, -0.01, 0.24], [0.07, -0.11, -0.13], [0.21, -0.04, -0.33], [-0.04, 0.02, 0.14], [-0.10, 0.04, 0.05], [0.34, 0.14, 0.06], [-0.06, -1.03, 0.78], [-0.10, -0.01, 0.20], [0.22, -0.07, -0.20], [-0.39, 0.02, 0.14], [-1.90, -2.75, -0.08], [0.19, 0.13, -0.88], [-0.35, -0.36, 0.11], [-0.06, 0.03, 0.34], [0.18, -0.01, -0.07], [-0.02, 0.00, 0.27], [-0.01, -0.05, 0.15], [0.11, -0.04, 0.00], [0.02, 0.02, -0.11], [0.04, -2.15, 1.57], [0.04, 0.00, -0.05], [0.08, 0.00, 0.00], [0.01, -0.01, -0.04], [0.06, -0.03, 0.02], [-0.06, 0.00, -0.01], [0.02, 0.02, -0.06], [-1.39, -2.06, -0.51], [-0.02, 0.02, 0.02], [0.05, -0.06, 0.01], [-0.10, -0.06, -0.04], [0.04, 0.00, -0.03], [0.02, -0.06, 0.01], [-0.10, 0.07, -0.06], [0.02, -0.04, 0.01], [0.05, -0.06, 0.03], [0.03, 0.58, -0.50], [-0.03, 1.46, -0.29], [3.36, 6.01, -0.74], [0.30, 0.25, 0.41], [-0.31, 1.17, -1.26], [-0.43, -0.10, -0.62], [0.03, 0.00, -0.14], [-0.03, -0.09, 0.14], [-0.07, -0.10, -0.13], [0.13, 0.00, 0.02], [-0.01, 0.35, 0.28], [0.00, 0.11, 0.76], [0.25, -0.15, 0.82], [-0.21, 0.14, -0.39], [0.13, -0.97, 0.16], [0.01, 0.00, 0.01], [0.04, -0.01, 0.01], [-0.13, 0.34, -0.14], [0.32, -0.59, 0.09], [0.02, 0.03, -0.01], [0.00, 0.00, 0.01], [-0.02, -0.01, -0.01], [-0.01, 0.01, -0.01], [0.01, 0.00, 0.09], [0.08, 0.05, -0.01]],
  "lowdin_spin": [2.55, 0.18, 0.17, 0.19, 0.19, 0.20, 0.19, 0.07, 0.01, 0.00, 0.00, 0.00, 0.00, 0.00, 0.00, 0.00, 0.01, 0.01, 0.07, 0.00, 0.00, 0.00, 0.00, 0.00, 0.00, 0.00, 0.00, 0.00, 0.00, 0.00, 0.00, 0.00, 0.00, 0.00, 0.00, 0.00, 0.00, 0.00, 0.00, 0.00, 0.00, 0.00, 0.00, 0.00, 0.00, 0.00, 0.00, 0.00, 0.00, 0.01, 0.07, 0.07, 0.00, 0.00, 0.00, 0.00, 0.00, 0.00, 0.00, 0.00, 0.00, 0.00]
}

***

{
  "formula": "CH29O17",
  "method": "ωB97M-V/def2-TZVPD",
  "orbital_gap_ev": 9.72,
  "max_force_ha_per_bohr": 0.0535,
  "de_lowest_kcal_mol": 13.87,
  "total_charge": -1,
  "lumo_ha": 0.092,
  "e_homo_ev": -7.231,
  "symbols": ["C", "O", "O", "O", "H", "O", "H", "H", "O", "H", "H", "O", "H", "H", "O", "H", "H", "O", "H", "H", "O", "H", "H", "O", "H", "H", "O", "H", "H", "O", "H", "H", "O", "H", "H", "O", "H", "H", "O", "H", "H", "O", "H", "H", "O", "H", "H"],
  "coordinates": [[0.305, 0.059, -0.650], [0.360, 0.857, -1.624], [-0.920, -0.232, -0.080], [1.299, -0.354, -0.063], [-1.631, 0.330, -0.389], [-3.156, -1.524, -1.464], [-2.387, -1.727, -0.965], [-3.473, -2.325, -1.820], [-2.488, 1.838, -0.727], [-3.334, 1.973, -1.069], [-1.931, 2.207, -1.446], [1.666, 2.114, -3.680], [2.024, 2.957, -3.410], [1.383, 1.753, -2.846], [2.277, -2.871, -0.346], [2.086, -1.884, -0.271], [3.229, -2.866, -0.326], [-2.497, 0.567, 2.546], [-2.059, 0.080, 3.242], [-1.711, 0.993, 2.201], [0.622, 0.425, 2.377], [0.729, 0.445, 1.378], [-0.013, -0.239, 2.620], [0.997, 2.964, -0.336], [0.651, 2.180, -0.791], [1.835, 2.615, -0.100], [-0.598, -2.043, 2.185], [0.334, -2.213, 2.096], [-0.956, -1.628, 1.396], [-1.019, 2.389, 1.336], [-1.608, 2.286, 0.568], [-0.228, 2.789, 0.972], [1.890, -2.804, 2.199], [2.019, -2.687, 1.263], [1.636, -3.742, 2.348], [-0.512, -0.694, -3.514], [-0.020, -0.141, -2.918], [-0.391, -1.574, -3.157], [3.404, 0.542, -1.174], [3.987, -0.149, -0.924], [2.554, 0.333, -0.729], [3.329, -0.246, 1.916], [2.445, -0.542, 1.882], [3.359, 0.659, 1.662], [-4.863, -0.130, 0.258], [-4.307, -0.548, 0.908], [-4.321, -0.177, -0.523]],
  "atomic_forces_ev_per_a": [[-1.94, 1.47, -0.48], [-0.99, -0.53, 0.44], [1.83, -1.37, -0.26], [0.23, -1.45, 0.69], [-0.43, 0.73, -0.62], [-0.48, 1.60, -0.19], [1.21, -0.26, 0.66], [-0.56, -1.38, -0.60], [2.09, 0.18, -1.00], [-2.60, 0.14, -0.41], [0.06, -0.44, 0.48], [0.13, 0.43, -0.73], [0.25, 0.38, -0.09], [-0.19, -0.68, 0.52], [-0.37, 1.58, -0.29], [-0.20, -1.10, -0.55], [0.73, -0.30, -0.11], [-0.36, -0.65, 0.33], [-0.38, -0.61, 0.55], [0.42, 1.07, -0.73], [1.29, 1.22, -0.86], [-0.60, -0.38, 2.46], [-0.33, -0.76, -0.34], [-0.55, 0.86, -0.07], [-0.37, 0.18, -0.58], [1.67, -0.06, 0.55], [-2.12, -0.08, 0.64], [1.04, -0.10, -0.22], [0.29, 0.12, -0.13], [-0.71, 0.30, 0.03], [0.09, 0.36, 0.74], [0.55, 0.16, -0.02], [-0.24, -0.99, 2.20], [0.29, -0.69, -1.04], [0.34, 1.02, -0.39], [-0.64, -0.93, -0.98], [0.36, 0.79, 0.31], [-0.02, -0.27, -0.07], [-0.46, 1.36, -0.53], [0.82, -0.84, 0.49], [0.56, -0.17, -0.28], [2.57, -0.95, 0.25], [-1.76, -0.03, 0.35], [-0.30, 0.96, -0.30], [-0.78, 0.48, 0.07], [0.35, -0.03, 0.70], [0.24, -0.34, -0.60]],
  "lowdin_charge": [-0.67, -0.05, 0.08, -0.03, 0.05, 0.00, 0.02, 0.04, 0.00, 0.06, 0.12, -0.05, 0.02, -0.03, -0.05, 0.04, 0.05, -0.05, 0.02, -0.03, -0.07, 0.03, -0.01, -0.03, -0.02, 0.03, -0.06, -0.04, 0.01, -0.08, -0.01, 0.00, -0.05, -0.04, 0.09, -0.05, -0.04, 0.02, -0.06, 0.00, -0.03, -0.03, -0.05, 0.02, -0.06, 0.01, -0.03]
}

***

{
  "formula": "C14H14F3N3O6S",
  "method": "ωB97M-V/def2-TZVPD",
  "orbital_gap_ev": 10.11,
  "max_force_ha_per_bohr": 0.0179,
  "smiles": "C=CCNC(=O)NC(=O)COC(=O)CNS(=O)(=O)c1ccc(F)c(F)c1F",
  "lumo_ha": 0.017,
  "e_homo_ev": -9.647,
  "symbols": ["C", "C", "C", "N", "C", "O", "N", "C", "O", "C", "O", "C", "O", "C", "N", "S", "O", "O", "C", "C", "C", "C", "F", "C", "F", "C", "F", "H", "H", "H", "H", "H", "H", "H", "H", "H", "H", "H", "H", "H", "H"],
  "coordinates": [[-0.132, -2.878, -1.844], [0.510, -2.550, -2.949], [0.226, -1.348, -3.803], [-0.959, -0.604, -3.441], [-0.882, 0.618, -2.869], [0.163, 1.185, -2.644], [-2.142, 1.205, -2.696], [-2.534, 2.310, -1.988], [-3.678, 2.684, -2.040], [-1.497, 2.998, -1.099], [-1.857, 2.640, 0.240], [-0.955, 2.064, 1.004], [0.222, 1.962, 0.770], [-1.582, 1.524, 2.285], [-1.681, 0.084, 2.149], [-1.060, -0.756, 0.877], [-1.442, -2.114, 1.095], [-1.480, -0.126, -0.340], [0.740, -0.690, 0.963], [1.509, -0.351, -0.133], [2.889, -0.360, -0.037], [3.491, -0.715, 1.158], [4.824, -0.730, 1.253], [2.728, -1.053, 2.273], [3.310, -1.382, 3.431], [1.342, -1.036, 2.157], [0.586, -1.333, 3.225], [0.127, -3.758, -1.282], [-0.930, -2.284, -1.434], [1.318, -3.163, -3.325], [1.067, -0.649, -3.742], [0.130, -1.668, -4.848], [-1.825, -1.118, -3.414], [-2.927, 0.716, -3.111], [-0.477, 2.677, -1.316], [-1.609, 4.082, -1.195], [-2.581, 1.952, 2.416], [-0.939, 1.798, 3.128], [-1.672, -0.447, 3.004], [1.022, -0.037, -1.042], [3.508, -0.084, -0.875]],
  "atomic_forces_ev_per_a": [[-0.03, -0.09, 0.08], [-0.03, 0.17, -0.20], [0.12, 0.05, -0.13], [-0.07, -0.46, -0.02], [-0.31, 0.26, -0.34], [0.37, 0.21, 0.16], [-0.24, -0.57, -0.45], [0.42, 0.29, 0.29], [-0.21, 0.12, 0.06], [0.28, 0.09, -0.21], [-0.68, 0.30, -0.13], [0.60, 0.38, 0.59], [-0.20, 0.39, 0.05], [-0.07, 0.44, -0.27], [0.18, -0.49, -0.50], [0.17, -0.55, 0.37], [0.06, -0.15, 0.33], [0.20, 0.26, 0.22], [-0.69, -0.22, 0.14], [0.04, -0.03, 0.03], [-0.02, -0.10, 0.18], [-0.24, 0.00, -0.01], [-0.14, -0.03, 0.12], [-0.05, 0.03, -0.07], [-0.10, 0.04, -0.17], [0.24, 0.00, 0.03], [0.28, -0.06, 0.04], [0.11, -0.20, 0.08], [-0.17, 0.11, -0.08], [0.10, -0.14, 0.03], [-0.11, -0.09, -0.12], [0.11, 0.07, 0.11], [-0.02, 0.09, 0.05], [0.10, 0.19, 0.04], [-0.25, 0.15, 0.06], [-0.03, -0.21, -0.03], [0.20, -0.06, 0.02], [-0.05, -0.04, -0.19], [0.05, -0.20, 0.02], [0.00, 0.04, -0.11], [0.08, 0.02, -0.08]],
  "lowdin_charge": [0.01, -0.15, -0.18, 0.08, -0.54, 0.06, 0.18, -0.41, 0.11, -0.03, 0.04, -0.51, 0.12, -0.09, -0.10, 0.67, -0.26, -0.25, -0.19, -0.04, 0.03, -0.19, 0.11, -0.12, 0.12, -0.18, 0.10, 0.07, 0.03, 0.10, 0.12, 0.12, 0.15, 0.16, 0.11, 0.15, 0.13, 0.14, 0.11, 0.09, 0.13]
}

***

{
  "formula": "C26H29N3O6",
  "method": "ωB97M-V/def2-TZVPD",
  "orbital_gap_ev": 8.59,
  "max_force_ha_per_bohr": 0.0121,
  "smiles": "CCOC(=O)c1ccccc1NC(=O)c1cccc2c1C(=O)N(C1CCN(C(=O)OCC)CC1)C2",
  "de_lowest_kcal_mol": 0.00,
  "lumo_ha": 0.008,
  "e_homo_ev": -8.360,
  "symbols": ["C", "C", "O", "C", "O", "C", "C", "C", "C", "C", "C", "N", "C", "O", "C", "C", "C", "C", "C", "C", "C", "O", "N", "C", "C", "C", "N", "C", "O", "O", "C", "C", "C", "C", "C", "H", "H", "H", "H", "H", "H", "H", "H", "H", "H", "H", "H", "H", "H", "H", "H", "H", "H", "H", "H", "H", "H", "H", "H", "H", "H", "H", "H", "H"],
  "coordinates": [[-0.679, -3.181, 2.268], [-0.616, -2.671, 0.841], [0.739, -2.718, 0.400], [1.058, -2.014, -0.687], [0.233, -1.353, -1.296], [2.482, -2.157, -1.047], [3.233, -3.162, -0.433], [4.566, -3.341, -0.734], [5.177, -2.504, -1.658], [4.459, -1.501, -2.276], [3.107, -1.310, -1.987], [2.365, -0.309, -2.589], [2.798, 0.726, -3.355], [3.925, 0.872, -3.785], [1.708, 1.690, -3.718], [1.684, 2.172, -5.025], [0.708, 3.057, -5.452], [-0.279, 3.498, -4.582], [-0.247, 3.045, -3.280], [0.738, 2.162, -2.837], [0.528, 1.917, -1.387], [1.209, 1.254, -0.631], [-0.583, 2.626, -1.040], [-1.329, 2.452, 0.193], [-2.084, 1.111, 0.147], [-2.565, 0.710, 1.533], [-1.430, 0.518, 2.413], [-1.545, -0.098, 3.605], [-0.641, -0.249, 4.395], [-2.805, -0.557, 3.811], [-3.003, -1.254, 5.040], [-4.357, -1.938, 4.990], [-0.179, 1.154, 2.046], [-0.443, 2.532, 1.451], [-1.169, 3.352, -2.143], [-0.100, -2.535, 2.923], [-0.279, -4.190, 2.326], [-1.713, -3.188, 2.603], [-0.978, -1.641, 0.777], [-1.223, -3.292, 0.168], [2.748, -3.804, 0.284], [5.129, -4.126, -0.253], [6.221, -2.636, -1.899], [4.936, -0.848, -2.986], [1.395, -0.298, -2.276], [2.450, 1.834, -5.706], [0.715, 3.405, -6.474], [-1.047, 4.180, -4.915], [-2.053, 3.274, 0.222], [-2.941, 1.186, -0.525], [-1.413, 0.348, -0.252], [-3.137, -0.221, 1.484], [-3.229, 1.487, 1.938], [-2.192, -1.979, 5.173], [-2.954, -0.537, 5.867], [-4.391, -2.649, 4.169], [-4.533, -2.464, 5.923], [-5.142, -1.201, 4.843], [0.370, 0.546, 1.320], [0.425, 1.231, 2.952], [-0.938, 3.154, 2.198], [0.510, 2.994, 1.199], [-2.189, 3.008, -2.352], [-1.210, 4.426, -1.922]],
  "atomic_forces_ev_per_a": [[0.26, 0.12, -0.38], [-0.61, 0.06, 0.09], [0.28, -0.08, 0.17], [-0.38, 0.14, -0.20], [0.11, -0.20, 0.11], [0.32, -0.01, -0.02], [-0.02, 0.08, -0.08], [0.09, -0.08, 0.03], [-0.19, -0.06, 0.12], [0.14, 0.13, -0.15], [0.18, -0.26, 0.15], [-0.40, -0.01, -0.08], [-0.07, -0.18, 0.03], [0.12, 0.06, -0.06], [-0.12, 0.34, -0.05], [0.13, -0.16, 0.14], [-0.10, 0.05, 0.04], [0.03, -0.01, 0.06], [0.25, -0.27, 0.11], [-0.14, 0.18, -0.57], [0.06, 0.16, 0.15], [0.04, -0.01, 0.18], [-0.14, 0.21, -0.14], [0.02, -0.20, 0.14], [-0.04, 0.17, 0.17], [-0.40, -0.09, -0.18], [-0.14, 0.00, -0.08], [-0.08, -0.09, 0.00], [0.18, -0.09, 0.34], [-0.04, 0.10, -0.25], [0.03, -0.27, 0.44], [0.35, 0.30, -0.17], [0.45, 0.09, 0.14], [0.06, -0.17, -0.01], [-0.19, 0.19, -0.06], [0.02, 0.05, 0.11], [-0.01, -0.12, 0.06], [-0.13, 0.00, 0.05], [0.03, -0.13, -0.01], [0.09, 0.14, 0.06], [-0.01, -0.02, 0.04], [0.03, -0.07, 0.05], [0.08, 0.01, -0.03], [-0.02, 0.00, 0.00], [0.22, 0.05, -0.14], [0.07, -0.02, -0.05], [0.01, 0.01, -0.09], [-0.07, 0.08, -0.05], [0.09, -0.10, -0.01], [0.01, -0.03, -0.02], [0.02, -0.05, -0.02], [0.00, 0.18, -0.04], [-0.06, -0.09, -0.06], [-0.13, 0.14, 0.02], [0.05, -0.12, -0.11], [-0.04, -0.10, -0.06], [-0.04, -0.06, 0.09], [-0.14, 0.03, 0.01], [-0.04, 0.06, 0.15], [-0.05, 0.00, -0.14], [0.01, 0.02, 0.03], [-0.03, 0.06, 0.04], [0.04, 0.02, 0.01], [-0.04, -0.07, -0.04]],
  "lowdin_charge": [-0.04, -0.20, 0.00, -0.41, 0.08, -0.05, -0.01, -0.08, -0.06, 0.00, -0.13, 0.16, -0.39, 0.08, -0.05, 0.00, -0.05, -0.02, -0.13, -0.01, -0.37, 0.09, -0.01, -0.25, -0.10, -0.14, -0.03, -0.56, 0.08, -0.02, -0.23, -0.06, -0.12, -0.09, -0.08, 0.08, 0.08, 0.08, 0.10, 0.14, 0.12, 0.10, 0.11, 0.10, 0.10, 0.12, 0.11, 0.12, 0.15, 0.12, 0.10, 0.13, 0.13, 0.12, 0.13, 0.07, 0.08, 0.08, 0.11, 0.13, 0.12, 0.12, 0.14, 0.14]
}